1.
# C34H48BrN4O4P2S3Sn

A molecular structure, C34H48BrN4O4P2S3Sn (ωB97M-V with the def2-TZVPD basis set, the OMol25 dataset).

Summary:
maximum force	2.09	eV Å⁻¹
relative energy (zero: lowest compared OMol25 entry of this formula, charge and spin)	379.3	kJ/mol
E	-177121.0868	eV
HOMO-LUMO gap (alpha / beta)	4.304 / 2.483	eV
HOMO (alpha / beta)	-14.26 / -14.26	eV
lowest unoccupied orbital energy (alpha / beta)	-9.958 / -11.779	eV

```
! RIJCOSX wB97M-V def2-TZVPD def2/J DEFGRID3
* xyz 3 1
Sn -0.69481 0.38481 0.08369
C -1.85723 -1.02831 3.72546
C -2.86702 -0.23755 2.98687
N -2.85164 -0.02499 1.70385
C -3.96050 0.68557 1.29519
C -4.82607 1.03199 2.32871
S -4.24775 0.45502 3.80911
C -4.15677 0.95889 -0.09382
C -5.30381 1.47371 -0.68309
S -5.12003 1.56646 -2.36502
C -3.50712 0.91165 -2.21382
N -3.16109 0.65048 -0.98900
C -2.63352 0.66257 -3.38598
H -1.05275 -1.31672 3.05003
H -2.31537 -1.92093 4.15846
H -1.44943 -0.44033 4.55100
H -5.74493 1.59488 2.27592
H -6.22733 1.77046 -0.21094
H -3.17486 0.10906 -4.15434
H -1.75458 0.10289 -3.06725
H -2.31633 1.60932 -3.82845
C -3.28488 -2.88221 -0.56411
P -1.56528 -2.92176 0.05171
C -1.69874 -4.19313 1.36199
C -0.57037 -3.68760 -1.25544
C -1.03618 -4.30726 -2.40827
C -0.11688 -4.92416 -3.24811
C 1.23608 -4.93940 -2.93036
C 1.70211 -4.30876 -1.78301
C 0.79246 -3.65673 -0.96263
P 1.18338 -2.69928 0.53727
C 2.03135 -3.86768 1.65463
C 2.54534 -1.60510 0.02150
H -3.35734 -2.30547 -1.48396
H -3.92550 -2.43508 0.19507
H -3.61529 -3.90756 -0.74133
H -1.79547 -5.17921 0.90630
H -2.59141 -3.99829 1.95678
H -0.83054 -4.18672 2.01543
H -2.09163 -4.34356 -2.64352
H -0.46152 -5.41576 -4.14782
H 1.93808 -5.43480 -3.58764
H 2.75948 -4.31553 -1.55099
H 2.90951 -4.25166 1.13239
H 1.39020 -4.70039 1.93592
H 2.35455 -3.34311 2.55368
H 3.36866 -2.22835 -0.33078
H 2.87166 -1.01177 0.87494
H 2.20029 -0.93668 -0.76624
Br 3.01754 1.65498 7.83024
C 2.91772 0.67157 6.20904
C 3.73299 -0.43420 6.01130
C 3.61518 -1.15905 4.83504
C 2.70283 -0.78025 3.86290
C 1.89821 0.33662 4.06483
C 2.00716 1.06698 5.24326
C 0.88162 0.77775 3.04034
O 0.13353 1.70430 3.35594
O 0.85460 0.13237 1.94265
H 4.45050 -0.71917 6.76758
H 4.24428 -2.02608 4.68515
H 2.61087 -1.35217 2.94935
H 1.37127 1.92619 5.39410
C 3.06234 2.43657 -3.47905
N 1.75291 1.99473 -3.00643
C 1.13075 2.87777 -2.04013
C 1.32382 0.70682 -3.06436
O 0.64811 0.21018 -2.11876
N 1.60302 -0.01949 -4.16529
C 1.91459 0.56101 -5.46541
C 1.34000 -1.44771 -4.19125
H 3.63619 2.81257 -2.62900
H 2.96656 3.24529 -4.20517
H 3.61720 1.61435 -3.91847
H 1.32450 3.90507 -2.34374
H 1.52373 2.72469 -1.02768
H 0.05443 2.70246 -2.01508
H 1.72913 1.62999 -5.46537
H 1.26758 0.10382 -6.21540
H 2.94812 0.36754 -5.75671
H 1.08327 -1.79880 -3.19590
H 2.22974 -1.97447 -4.54058
H 0.51563 -1.67318 -4.87250
O -0.93430 2.67196 0.53357
S -0.96036 3.71104 1.67093
C 0.73206 4.40544 1.69203
C 0.70026 5.74086 0.95741
C -0.43081 5.66173 -0.06279
C -1.62088 5.13911 0.71871
H 1.33950 3.65168 1.19291
H 1.04092 4.48432 2.73135
H 1.65595 5.94752 0.47694
H 0.49618 6.54879 1.66109
H -0.18472 4.97512 -0.87564
H -0.63317 6.64158 -0.49534
H -2.44090 4.76286 0.11085
H -1.98877 5.86708 1.44257
*
```

Atom charges from the Mulliken analysis, given in e for atoms 1 to 4: 2.562 -0.767 0.110 0.676

2.
# C34H49BIrN5O6S

A molecular structure, C34H49BIrN5O6S (ωB97M-V with the def2-TZVPD basis set, the OMol25 dataset).

Summary:
maximum force	2.51	eV Å⁻¹
relative energy (zero: lowest compared OMol25 entry of this formula, charge and spin)	70.1	kJ/mol
E	-70112.6780	eV
HOMO-LUMO gap (alpha / beta)	6.082 / 3.215	eV
HOMO (alpha / beta)	-16.59 / -16.31	eV
lowest unoccupied orbital energy (alpha / beta)	-10.513 / -13.098	eV

```
! RIJCOSX wB97M-V def2-TZVPD def2/J DEFGRID3
* xyz 3 2
Ir 0.46194 -0.66238 -0.39164
C -0.18708 -3.06311 -3.01861
C -1.06446 -3.54579 -1.89374
C -2.25196 -4.21981 -2.15879
C -3.06496 -4.65935 -1.12500
C -2.70291 -4.43997 0.19570
C -1.51749 -3.78204 0.51102
C -1.07700 -3.59321 1.93496
C -0.73230 -3.35147 -0.55351
N 0.49195 -2.62635 -0.27540
C 1.63487 -3.21556 -0.19139
C 1.82447 -4.68661 -0.24487
C 2.80459 -2.29647 -0.03141
C 4.17976 -2.85975 0.02138
N 2.48010 -1.04939 0.00021
C 3.44819 -0.01940 0.23144
C 4.08030 0.09574 1.50100
C 4.01918 -0.92682 2.55920
C 4.92944 1.23777 1.75589
C 5.17619 2.17988 0.78919
C 4.60251 1.99586 -0.47424
C 3.72896 0.89052 -0.77603
C 3.23791 0.75283 -2.17663
H -0.78001 -2.87521 -3.91193
H 0.56511 -3.80947 -3.28512
H 0.34259 -2.13341 -2.78057
H -2.54478 -4.38924 -3.18732
H -3.98892 -5.17444 -1.35014
H -3.34285 -4.78710 0.99680
H -1.92107 -3.68873 2.61509
H -0.62510 -2.61250 2.09377
H -0.34037 -4.34867 2.22137
H 0.87332 -5.20864 -0.30143
H 2.37330 -5.03039 0.63437
H 2.42627 -4.95078 -1.11882
H 4.35218 -3.44404 -0.88667
H 4.29712 -3.55175 0.85679
H 4.94408 -2.08928 0.07628
H 3.19238 -1.61976 2.46755
H 3.98485 -0.44654 3.53736
H 4.97438 -1.47446 2.54785
H 5.38235 1.31065 2.73714
H 5.80883 3.03792 0.97026
H 4.81353 2.71112 -1.26007
H 3.24736 1.70539 -2.70181
H 2.23316 0.33170 -2.22624
H 3.89620 0.06788 -2.72198
C -0.88491 2.28626 3.18525
C -0.95621 0.77450 3.32518
C -2.17950 0.37131 4.11898
O -1.10919 0.24143 1.95632
B 0.10027 -0.21756 1.56652
O 1.06040 -0.24584 2.53168
C 0.39029 0.11996 3.81053
C 0.20720 -1.16846 4.58895
C 1.30744 1.06211 4.56395
H -1.80957 2.64877 2.73573
H -0.04409 2.59599 2.56048
H -0.77803 2.76922 4.15503
H -3.06261 0.83747 3.68382
H -2.09580 0.71595 5.15026
H -2.32698 -0.70625 4.12275
H -0.40516 -1.89104 4.05123
H -0.26876 -0.97106 5.54862
H 1.18131 -1.61670 4.78715
H 1.58612 1.93127 3.97048
H 2.20924 0.53508 4.87501
H 0.81934 1.41334 5.47344
C -1.66779 6.55472 -4.95031
C -2.40074 5.22391 -4.80601
S -2.20995 4.60574 -3.15762
O -2.61408 5.59247 -2.19645
O -0.89310 3.99813 -3.00963
C -3.33968 3.21933 -3.01423
C -3.27447 2.78756 -1.54430
N -2.82650 1.39115 -1.37829
C -1.58340 1.06198 -1.02830
N -1.45081 -0.25110 -0.91325
C -2.66676 -0.82590 -1.17586
C -3.51199 0.19622 -1.47276
N -4.89712 0.09294 -1.87006
O -5.44001 1.11705 -2.22850
O -5.37240 -1.01466 -1.83068
C -0.40304 1.92362 -0.74219
H -1.79242 6.91317 -5.97007
H -0.60243 6.44264 -4.75509
H -2.07515 7.29789 -4.26879
H -2.00585 4.45392 -5.46948
H -3.47452 5.32911 -4.96935
H -2.94618 2.45345 -3.68224
H -4.35009 3.48208 -3.31685
H -4.22599 2.92589 -1.04376
H -2.53263 3.37559 -1.00530
H -2.87175 -1.88208 -1.14604
H -0.46076 2.36154 0.25281
H -0.25480 2.71238 -1.48922
H 0.53746 1.29016 -0.79081
*
```

Atom charges from the Mulliken analysis, given in e for atoms 1 to 4: 0.729 -1.334 1.181 -0.762